Entry 1:
The following is a DFT calculation (wB97M-V/def2-TZVPD) of a molecular structure, C22H23N8O3RuS.

```
58
Properties=species:S:1:pos:R:3:forces:R:3
Ru -0.52509 0.20629 -0.07681 -0.212 1.946 -1.487
N 0.27701 3.91039 -2.79261 0.175 -0.049 0.059
C 0.10521 2.74329 -2.10851 -1.165 -0.214 0.057
S -1.49729 2.18449 -1.85131 0.146 -0.661 0.878
N 1.18601 2.12829 -1.69561 1.359 0.480 -0.196
N 1.06151 0.96539 -1.10621 -1.329 0.263 0.406
C 2.25401 0.51509 -0.45421 0.573 -0.490 -0.237
C 2.63501 -0.87491 -0.89211 -0.437 0.115 0.044
C 3.93361 -1.13981 -1.29591 0.088 -0.172 -0.018
C 4.31951 -2.40771 -1.68851 0.334 0.134 -0.082
C 3.38241 -3.43291 -1.70581 -0.019 0.046 -0.004
C 2.08011 -3.18441 -1.34571 -0.211 0.086 0.112
C 1.65151 -1.90221 -0.91921 0.817 -0.190 -0.058
O 0.42631 -1.74211 -0.54971 -0.975 0.748 1.069
H -0.51989 4.52279 -2.84361 0.091 -0.042 -0.011
H 1.19261 4.32659 -2.73631 -0.008 0.015 -0.071
H 3.08641 1.21589 -0.64231 -0.238 -0.213 0.005
H 4.65421 -0.33281 -1.29721 0.088 0.068 0.040
H 5.34101 -2.59611 -1.97801 0.123 -0.015 -0.048
H 3.68461 -4.43091 -1.99841 -0.040 -0.017 -0.034
H 1.33361 -3.96561 -1.35431 -0.053 -0.082 -0.004
C 3.08931 2.48709 1.97419 -0.092 -0.218 0.305
C 1.81601 1.84299 1.52439 -0.796 -0.723 -0.089
N 1.87141 0.52259 0.99729 0.386 -0.124 0.192
O 2.79501 -0.24941 1.77229 0.375 0.637 0.198
C 0.58401 2.45459 1.59719 1.509 1.587 0.453
C 0.38941 3.81029 2.22409 -0.021 -0.252 -0.127
N -0.49159 1.80799 1.12789 -2.852 -3.034 -1.286
O -1.69769 2.16179 1.34109 2.300 0.351 0.444
H 3.93771 1.93229 1.58079 0.017 -0.002 -0.008
H 3.17791 2.48529 3.06229 0.020 0.026 0.029
H 3.14201 3.52049 1.63489 -0.097 0.025 -0.026
H 2.74331 -1.14581 1.40079 -0.144 0.215 -0.204
H 1.05721 3.93559 3.07069 0.033 0.095 0.094
H -0.64609 3.89189 2.55039 0.065 0.028 0.023
H 0.57871 4.60689 1.50369 0.020 0.036 -0.035
N -3.66599 -1.51631 0.31609 -0.370 0.084 0.292
C -3.34669 -1.40881 -1.02101 0.256 0.000 -0.736
C -4.30069 -1.86301 -1.94681 0.087 0.087 0.045
C -3.99229 -1.83571 -3.28821 0.186 0.075 0.241
C -2.75149 -1.34721 -3.68071 0.013 0.024 0.005
C -1.88599 -0.89501 -2.70451 -0.084 -0.248 -0.564
N -2.17129 -0.92451 -1.40541 0.012 -0.474 0.147
C -2.92599 -1.33441 1.46199 0.278 -0.060 0.296
C -3.51809 -1.77361 2.66079 0.118 0.040 0.115
C -2.83529 -1.64531 3.84749 0.025 0.084 -0.393
C -1.55719 -1.09591 3.81849 0.028 -0.034 -0.079
C -1.03669 -0.70621 2.60489 -0.015 -0.195 0.643
N -1.70189 -0.79401 1.44589 -0.570 0.148 -0.321
H -4.59179 -1.89181 0.48519 0.343 0.130 -0.046
H -5.25289 -2.23911 -1.60141 -0.068 -0.046 0.037
H -4.69709 -2.20371 -4.01751 -0.097 -0.005 -0.062
H -2.47159 -1.32091 -4.72091 0.086 0.048 -0.076
H -0.91289 -0.49481 -2.95941 -0.044 -0.055 -0.010
H -4.50329 -2.21971 2.64099 -0.032 0.010 -0.056
H -3.28059 -1.98191 4.77129 -0.037 -0.001 0.077
H -0.97769 -0.97751 4.71709 0.129 0.002 0.100
H -0.03169 -0.30391 2.54609 -0.074 -0.013 -0.040
```
Positions in Å, forces in eV/Å.

Properties
calculated total energy	-54662.648	eV
HOMO (alpha / beta)	-6.6 / -6.6	eV
2S+1	2
gap between HOMO and LUMO (alpha / beta)	5.672 / 5.777	eV
F_max	0.0847	Eh/bohr
relative energy (zero: lowest compared OMol25 entry of this formula, charge and spin)	336.7	kJ/mol


Entry 2:
The following is a DFT calculation (wB97M-V/def2-TZVPD) of a molecular structure, C22H24BN4O6Ru.

```
58
Properties=species:S:1:pos:R:3:forces:R:3
Ru -0.01358 -2.51908 0.49145 -3.441 -2.169 0.682
O 0.81464 -4.26748 -0.51134 -0.665 0.308 -1.731
N 0.50092 -4.39386 -1.74408 -0.414 0.581 -0.357
N -0.35720 -3.52485 -2.22948 1.312 -0.484 3.320
O -0.89357 -2.58629 -1.44478 0.245 -0.877 -1.248
C -0.65942 -3.55158 -3.57358 -0.399 -0.225 -2.459
C -1.52039 -2.59726 -4.13400 0.428 -0.296 0.822
C -1.79089 -2.63951 -5.48460 0.076 -0.249 -0.455
C -1.21875 -3.61717 -6.29013 -0.020 0.089 0.140
C -0.35451 -4.55571 -5.73592 -0.196 0.155 -0.241
C -0.07026 -4.53086 -4.39001 -0.146 0.293 0.452
H -1.94871 -1.83301 -3.50351 0.004 -0.020 0.060
H -2.44957 -1.90068 -5.91993 -0.024 0.011 0.013
H -1.44005 -3.64434 -7.34541 -0.016 0.008 -0.116
H 0.10248 -5.30732 -6.36459 0.004 -0.030 0.002
H 0.60377 -5.24580 -3.94767 0.018 -0.060 -0.036
O 0.56398 -5.19430 3.75069 0.262 0.156 -0.069
C 0.52010 -4.31902 2.89954 0.185 -0.439 0.744
O -0.47643 -3.99975 2.18653 -0.487 0.764 -1.021
C 1.75749 -3.46209 2.67021 0.028 0.676 -0.493
C 2.88743 -3.57311 3.46169 0.084 -0.009 0.054
C 3.97550 -2.75568 3.21392 -0.390 0.411 -0.716
C 3.90468 -1.86465 2.12911 0.332 -0.391 0.644
C 2.76001 -1.81136 1.37456 -0.292 -0.109 0.020
N 1.67641 -2.55936 1.65744 3.210 -1.107 1.959
H 2.88414 -4.30996 4.25012 -0.067 -0.040 0.050
H 4.86183 -2.80433 3.82578 0.102 -0.029 0.059
H 4.73983 -1.23000 1.87774 0.065 0.045 -0.030
H 2.68429 -1.15800 0.51055 -0.060 0.007 0.139
C 0.26527 6.14998 2.05572 -0.161 -0.067 -0.075
C -0.86181 5.42283 1.30706 -0.061 0.194 0.053
C -2.08701 5.36799 2.22401 0.218 -0.024 -0.163
C -1.24144 6.21351 0.04579 0.023 -0.079 0.172
C -0.37546 4.03770 0.89833 0.068 0.034 -0.062
C 0.74241 3.94401 0.06176 -0.091 0.086 0.072
C 1.26783 2.73796 -0.36841 -0.081 -0.421 0.020
C 0.62936 1.59274 0.06078 -0.667 0.750 0.545
O 0.90276 0.28299 -0.18883 0.626 0.169 -0.428
B -0.05459 -0.45813 0.48560 -0.116 1.898 -0.293
O -0.92277 0.39742 1.14846 -0.543 0.090 0.423
C -0.49265 1.66598 0.88992 0.733 0.546 -0.524
C -1.00820 2.87142 1.32475 0.067 -0.297 -0.083
H -0.06571 7.13949 2.36541 -0.032 0.119 0.036
H 1.14604 6.26792 1.43097 0.114 0.027 -0.052
H 0.55071 5.58807 2.94252 0.055 -0.036 0.106
H -2.39409 6.37859 2.48687 -0.009 0.081 0.010
H -1.86082 4.83643 3.14530 -0.035 -0.077 0.129
H -2.92414 4.88232 1.72807 -0.134 -0.070 -0.007
H -1.60186 7.20444 0.31566 -0.039 0.117 0.031
H -2.02863 5.69664 -0.49909 -0.086 -0.031 -0.083
H -0.39099 6.33270 -0.61923 0.086 0.028 -0.098
H 1.22677 4.84740 -0.27564 0.031 0.112 0.000
H 2.12938 2.69431 -1.01428 0.119 -0.008 -0.086
H -1.87194 2.88092 1.96875 -0.087 0.038 0.063
N -2.44825 -2.30335 1.02541 0.255 -0.199 0.139
H -2.66550 -1.40229 1.43542 0.004 -0.046 -0.034
H -2.56534 -3.04082 1.71525 -0.041 0.067 -0.035
H -3.04350 -2.47271 0.22337 0.045 0.029 0.038
```
Positions in Å, forces in eV/Å.

Properties
calculated total energy	-44704.058	eV
HOMO (alpha / beta)	-6.0 / -8.5	eV
2S+1	6
gap between HOMO and LUMO (alpha / beta)	5.942 / 7.160	eV
F_max	0.0802	Eh/bohr
relative energy (zero: lowest compared OMol25 entry of this formula, charge and spin)	0.0	kJ/mol


Entry 3:
The following is a DFT calculation (wB97M-V/def2-TZVPD) of a molecular structure, C22H24Br2IIrN8O3.

```
61
Properties=species:S:1:pos:R:3:forces:R:3
Ir -0.59207 0.09725 0.82073 0.701 0.244 -0.489
C -2.15773 2.95537 -0.58271 -0.006 0.003 0.176
C -0.68669 3.10477 -0.38936 0.130 0.057 -0.042
C -0.07461 4.33765 -0.67705 0.105 -0.042 -0.039
C 1.28525 4.48257 -0.60593 -0.038 0.032 -0.035
C 2.07408 3.37107 -0.26280 0.045 0.105 -0.062
C 3.51600 3.35893 -0.24895 0.058 -0.080 -0.019
Br 4.46815 4.87668 -0.67621 -0.021 0.008 0.009
C 4.21704 2.19614 0.06322 -0.102 0.050 -0.013
C 3.54353 1.03759 0.38861 -0.028 -0.315 0.052
Br 4.45026 -0.51741 0.82704 0.044 0.049 -0.010
C 2.11288 0.99440 0.38406 0.407 0.187 -0.009
O 1.46648 -0.06071 0.64811 -0.688 -0.649 -0.369
C 1.40404 2.19502 0.05582 -0.066 -0.019 -0.088
N 0.05385 2.06830 0.02026 -1.177 -0.252 0.905
H -2.50345 3.64882 -1.34598 -0.004 0.022 0.023
H -2.69288 3.18058 0.34320 -0.004 0.009 -0.004
H -2.39136 1.94461 -0.89538 0.000 0.048 -0.111
H -0.69478 5.17324 -0.97068 -0.028 -0.031 -0.031
H 1.75046 5.42994 -0.84377 0.000 0.006 0.020
H 5.29836 2.19805 0.03869 0.002 0.020 0.051
I 2.76188 1.45818 5.74983 -0.031 0.025 -0.043
C 1.38951 0.61141 4.47128 0.047 -0.012 0.154
C 0.81142 -0.64326 4.58653 0.064 0.183 -0.083
N -0.01773 -0.79790 3.54669 0.148 -0.179 0.220
N -0.01641 0.29418 2.76130 -0.098 0.232 -0.635
C 0.84658 1.15604 3.31363 -0.044 0.052 0.127
H 0.95837 -1.40697 5.33324 -0.136 -0.023 0.005
H -0.58714 -1.59739 3.31867 0.036 0.001 -0.084
H 1.03114 2.12488 2.87805 -0.021 -0.029 -0.057
C -6.34360 0.24644 1.21652 -0.038 0.033 0.154
N -4.93061 0.12982 0.85629 0.056 -0.024 -0.123
C -4.44945 -0.43980 -0.40124 -0.049 -0.025 -0.086
C -2.96928 -0.27477 -0.21793 -0.493 -0.166 -0.175
O -2.02068 -0.53234 -0.96308 0.780 0.415 -0.015
N -2.71078 0.25868 0.98304 0.683 -0.306 0.043
C -3.90072 0.49888 1.60482 0.037 -0.024 0.137
N -3.99670 1.04642 2.80261 0.023 -0.021 0.005
H -6.94291 -0.10308 0.38132 0.009 0.018 -0.015
H -6.60694 1.28413 1.42209 0.017 0.017 -0.063
H -6.57551 -0.36850 2.08660 0.029 -0.040 -0.022
H -4.81802 0.10213 -1.27474 0.000 0.045 0.028
H -4.72845 -1.49051 -0.50982 0.020 -0.007 0.020
H -3.16536 1.30450 3.30781 -0.011 0.008 0.013
H -4.89026 1.20327 3.24272 0.002 0.006 0.001
N -0.55702 -1.94775 0.86602 -0.345 0.461 0.408
C -0.32665 -3.00541 0.44266 0.028 -0.084 0.238
N -0.06357 -4.18162 0.00388 -0.013 0.067 -0.025
C 0.58273 -4.39439 -1.31281 0.114 -0.254 -0.303
C -0.20978 -5.44556 -2.07912 -0.160 0.117 0.118
O -0.36315 -6.61598 -1.31021 0.103 -0.035 0.031
C -1.07270 -6.40128 -0.11158 -0.048 0.193 -0.108
C -0.32980 -5.41307 0.77853 -0.029 -0.484 0.036
H 1.59409 -4.76903 -1.14609 0.019 0.116 0.134
H 0.62292 -3.45744 -1.86512 -0.011 0.045 0.074
H 0.33572 -5.72271 -2.97863 -0.026 0.006 -0.021
H -1.18790 -5.03611 -2.36422 -0.018 -0.056 -0.013
H -1.13955 -7.36243 0.39351 -0.046 0.005 0.010
H -2.08512 -6.03186 -0.32137 -0.006 -0.033 -0.029
H 0.62572 -5.86083 1.05793 0.072 0.190 0.050
H -0.90131 -5.18673 1.67655 0.007 0.119 -0.022
```
Positions in Å, forces in eV/Å.

Properties
calculated total energy	-192266.349	eV
HOMO (alpha / beta)	-16.3 / -16.3	eV
2S+1	2
gap between HOMO and LUMO (alpha / beta)	7.133 / 5.441	eV
F_max	0.0293	Eh/bohr
charge	+3
relative energy (zero: lowest compared OMol25 entry of this formula, charge and spin)	0.0	kJ/mol


Entry 4:
The following is a DFT calculation (wB97M-V/def2-TZVPD) of a molecular structure, C22H24BrCl2N2O7PtS.

```
60
Properties=species:S:1:pos:R:3:forces:R:3
Pt -0.40976 -0.68669 -0.08486 -2.361 0.595 -0.239
O 1.86265 5.48358 2.06324 0.000 0.026 0.023
C 2.42604 4.84998 0.92861 0.025 -0.035 -0.083
C 1.66880 3.58954 0.61868 -0.030 -0.094 -0.031
C 1.97461 2.83484 -0.50848 -0.018 0.056 0.008
C 1.29373 1.66526 -0.76461 -0.159 0.168 0.048
N 0.30966 1.18449 0.01724 0.567 0.539 0.229
C 0.01307 1.92525 1.12813 -0.268 -0.298 0.235
C 0.66308 3.11328 1.43798 0.112 -0.070 -0.258
C -1.04216 1.38138 2.02858 0.187 0.036 -0.643
C -1.34347 1.87415 3.29305 -0.159 -0.242 -0.148
C -2.33344 1.22402 4.01770 -0.091 -0.148 -0.092
C -2.62791 1.60367 5.44253 -0.049 0.025 -0.036
O -1.96523 0.74161 6.35877 0.035 -0.024 0.050
C -2.98799 0.13367 3.44385 -0.033 0.206 0.126
C -2.61073 -0.30913 2.19076 0.066 0.073 -0.047
N -1.66783 0.32642 1.50221 0.814 -0.611 0.499
H 2.43711 6.20715 2.32601 -0.011 -0.006 0.001
H 3.47727 4.59186 1.10718 -0.035 0.005 -0.010
H 2.38958 5.51191 0.05393 0.009 -0.028 0.031
H 2.75063 3.13588 -1.20123 0.026 0.020 0.013
H 1.53835 1.07604 -1.62955 0.017 -0.001 0.003
H 0.39333 3.66508 2.32339 -0.043 -0.012 0.016
H -0.80723 2.70212 3.73224 0.040 0.027 -0.014
H -3.71040 1.57729 5.61735 0.044 -0.023 0.008
H -2.27558 2.61665 5.64835 -0.031 -0.007 -0.013
H -1.77145 -0.09205 5.91445 -0.007 0.006 -0.007
H -3.75073 -0.40353 3.99259 -0.016 0.014 0.028
H -3.02070 -1.18935 1.71408 0.013 -0.018 0.038
O -0.87040 -2.26930 2.64061 -0.014 -0.090 0.101
S -0.54470 -3.03399 1.42646 0.738 -0.007 0.062
O 0.75812 -2.61368 0.84507 0.507 -0.002 0.499
O -1.54444 -2.54228 0.33047 0.459 0.279 0.038
O -0.54970 -4.46803 1.64030 -0.832 -0.018 -0.308
Cl -4.20702 -1.96943 -1.44834 -0.077 0.009 -0.001
C -3.45137 -3.56746 -1.59448 0.000 0.047 -0.045
Cl -3.71319 -4.24953 -3.22489 0.041 0.005 0.036
H -3.92744 -4.23054 -0.88315 0.069 0.026 0.015
H -2.38988 -3.44222 -1.40660 0.012 -0.020 -0.003
Br 6.05798 -0.70835 -3.24132 0.027 0.011 -0.013
C 4.18746 -0.85325 -2.91303 -0.013 -0.018 0.006
C 3.73875 -1.69468 -1.90064 0.088 0.021 -0.040
C 2.38523 -1.78991 -1.64754 -0.094 0.132 0.023
C 1.46645 -1.04153 -2.39485 0.008 0.000 -0.082
C 1.94290 -0.23333 -3.42220 0.035 -0.095 -0.012
C 3.30755 -0.12359 -3.68442 0.007 -0.039 0.039
H 4.44597 -2.25731 -1.30714 0.023 -0.009 0.000
H 2.00646 -2.40568 -0.83692 -0.010 -0.025 -0.004
H 1.25051 0.33376 -4.03106 -0.016 0.015 -0.006
H 3.66890 0.51491 -4.47873 0.022 0.009 -0.010
C -0.06725 -3.17210 -3.41270 -0.121 0.035 0.025
O -0.35130 -2.55295 -2.17498 -0.001 -0.097 -0.037
C -0.00076 -1.16697 -2.04868 0.395 -0.410 0.048
C -0.93494 -0.33522 -2.92128 0.138 0.081 -0.077
H -0.74353 -2.83633 -4.20732 0.006 0.012 -0.019
H -0.22055 -4.23979 -3.26125 -0.020 -0.004 -0.002
H 0.96619 -3.01015 -3.73496 0.007 -0.013 0.001
H -0.82616 -0.57316 -3.98737 0.015 -0.011 -0.012
H -0.75074 0.73526 -2.80095 -0.003 0.008 0.026
H -1.96241 -0.53754 -2.63027 -0.039 -0.011 0.017
```
Positions in Å, forces in eV/Å.

Properties
calculated total energy	-149686.642	eV
HOMO	-4.1	eV
gap between HOMO and LUMO	5.840	eV
F_max	0.0476	Eh/bohr
charge	-1
relative energy (zero: lowest compared OMol25 entry of this formula, charge and spin)	175.3	kJ/mol


- Which formula does entry 1 have?
  C22H23N8O3RuS


- Which of these has the highest F_max?
  C22H23N8O3RuS


- calculated total energy of number 2 (C22H24BN4O6Ru)?
  -44704.058 eV